(1)
Computed, not measured: C55H42IN5O6S2Te4V as an isolated structure, with ωB97M-V with the def2-TZVPD basis set.

For the calculated total energy, the calculation gives -5956.17066 Ha. The spin multiplicity is 4. Its HOMO energy (spin up / spin down) is -0.2 / -1.9 eV. As for the net charge: -2. Its expectation value of S² is 3.88. The value obtained for the orbital gap (spin up / spin down) is 3.46 / 5.10 eV. Its strongest force on any atom is 0.1171 hartree/bohr.

Geometry as XYZ:
```
116
C55H42IN5O6S2Te4V ωB97M-V with the def2-TZVPD basis set
V -0.342 -0.378 0.608
Te -1.803 -1.696 -1.682
Te -3.693 -2.701 -3.270
Te -5.250 -0.715 -0.112
Te -2.646 -0.582 0.450
C 7.168 -0.176 4.609
C 5.831 -0.144 3.919
C 4.891 0.833 4.237
C 3.663 0.868 3.598
C 3.357 -0.087 2.641
C 4.283 -1.063 2.308
C 5.516 -1.083 2.941
S 1.688 -0.095 1.914
O 1.341 1.345 1.824
C 0.978 -0.808 3.420
C 1.171 -2.200 3.518
C 0.627 -2.916 4.541
C -0.176 -2.272 5.513
C -0.920 -3.003 6.459
C -1.757 -2.368 7.341
C -1.857 -0.972 7.329
C -1.132 -0.231 6.430
C -0.286 -0.856 5.487
C 0.326 -0.115 4.424
C 0.165 1.353 4.384
C 0.763 2.180 5.379
C 1.617 1.652 6.375
C 2.215 2.469 7.298
C 1.983 3.855 7.278
C 1.181 4.399 6.311
C 0.569 3.588 5.328
C -0.202 4.146 4.287
C -0.743 3.344 3.319
C -0.576 1.958 3.387
S -1.315 0.989 2.054
O -1.978 2.031 1.234
C -2.672 0.334 3.032
C -3.838 1.079 3.138
C -4.959 0.509 3.714
C -4.924 -0.799 4.188
C -6.158 -1.445 4.750
C -3.745 -1.530 4.086
C -2.623 -0.970 3.505
H 7.218 0.575 5.396
H 7.971 0.022 3.895
H 7.350 -1.157 5.051
H 5.116 1.578 4.991
H 2.940 1.638 3.835
H 4.056 -1.806 1.552
H 6.246 -1.837 2.669
H 1.753 -2.700 2.752
H 0.762 -3.989 4.591
H -0.848 -4.084 6.442
H -2.357 -2.949 8.030
H -2.523 -0.467 8.018
H -1.238 0.845 6.417
H 1.801 0.585 6.396
H 2.866 2.043 8.051
H 2.444 4.492 8.022
H 1.013 5.469 6.276
H -0.349 5.219 4.252
H -1.299 3.764 2.493
H -3.866 2.074 2.712
H -5.880 1.077 3.758
H -6.728 -0.738 5.353
H -5.893 -2.304 5.366
H -6.790 -1.797 3.931
H -3.708 -2.558 4.425
H -1.730 -1.560 3.365
C 0.623 8.160 -10.486
O 1.716 7.320 -10.229
C 1.608 6.474 -9.134
C 2.655 5.575 -8.942
C 2.646 4.701 -7.874
C 1.579 4.688 -6.957
C 0.526 5.598 -7.176
C 0.539 6.478 -8.245
N 1.632 3.801 -5.905
N 0.569 3.807 -5.147
C 0.500 2.988 -4.084
C 1.530 2.168 -3.606
C 1.370 1.421 -2.455
C 0.175 1.394 -1.738
O 0.148 0.690 -0.577
C -0.963 2.097 -2.271
N -2.192 1.912 -1.741
C -3.199 2.632 -2.182
C -3.079 3.583 -3.195
C -1.866 3.712 -3.825
C -0.770 2.957 -3.393
H 0.863 8.702 -11.401
H 0.468 8.878 -9.672
H -0.300 7.589 -10.637
H 3.472 5.579 -9.654
H 3.454 3.994 -7.734
H -0.302 5.591 -6.485
H -0.293 7.160 -8.372
H 2.452 2.136 -4.170
H 2.189 0.824 -2.070
H -4.164 2.430 -1.727
H -3.939 4.157 -3.514
H -1.730 4.377 -4.665
O -1.809 -3.218 1.573
N -0.784 -3.266 0.853
O -0.097 -2.010 0.896
I -0.039 -2.732 -4.427
C 1.299 -3.372 -2.896
C 1.700 -4.698 -2.879
C 2.506 -5.101 -1.827
C 2.922 -4.158 -0.900
C 2.501 -2.849 -1.061
N 1.677 -2.462 -2.031
H 1.360 -5.375 -3.647
H 2.809 -6.135 -1.735
H 3.546 -4.445 -0.063
H 2.844 -2.070 -0.393
```

(2)
Computed, not measured: a 2-piece molecular cluster, C2H9N2 overall, with ωB97M-V with the def2-TZVPD basis set.

For the calculated total energy, the calculation gives -190.84525 Ha. Its HOMO energy is -15.6 eV. As for the net charge: +1. The value obtained for the orbital gap is 12.35 eV. Its strongest force on any atom is 0.0164 hartree/bohr.

Geometry as XYZ:
```
13
C2H9N2 ωB97M-V with the def2-TZVPD basis set
C 0.530 0.942 1.430
N -0.161 1.226 0.145
H 0.273 -0.063 1.746
H 0.243 1.643 2.210
H 1.608 1.042 1.338
H -1.167 1.209 0.301
H 0.063 2.175 -0.140
C -0.612 -1.872 -1.071
N 0.123 -0.913 -1.475
H -1.492 -1.676 -0.467
H -0.370 -2.888 -1.368
H 0.893 -1.285 -2.026
H 0.069 0.460 -0.624
```

(3)
Computed, not measured: a 2-piece molecular cluster, CClO4S overall, with ωB97M-V with the def2-TZVPD basis set.

For the calculated total energy, the calculation gives -1197.50186 Ha. Its HOMO energy (spin up / spin down) is -5.7 / -5.7 eV. As for the net charge: -1. The value obtained for the orbital gap (spin up / spin down) is 8.37 / 8.37 eV. Its strongest force on any atom is 0.0380 hartree/bohr.

Geometry as XYZ:
```
7
CClO4S ωB97M-V with the def2-TZVPD basis set
C -0.291 -0.038 0.916
O -0.492 -0.388 -1.829
O 0.196 -0.110 1.951
O 1.162 -1.558 -0.459
O 1.298 0.875 -0.708
S 0.494 -0.321 -0.796
Cl -2.367 1.541 0.924
```

(4)
Computed, not measured: a 4-piece molecular cluster, C2H10O2S2 overall, with ωB97M-V with the def2-TZVPD basis set.

For the calculated total energy, the calculation gives -1028.87777 Ha. Its HOMO energy is -8.8 eV. The value obtained for the orbital gap is 4.36 eV. Its strongest force on any atom is 0.0151 hartree/bohr.

Geometry as XYZ:
```
16
C2H10O2S2 ωB97M-V with the def2-TZVPD basis set
C 1.402 -0.368 -1.217
S 2.110 -0.569 0.378
S -1.792 0.053 0.780
C -0.707 -1.082 1.532
H 0.496 -0.994 -1.299
H 1.101 0.654 -1.459
H 2.116 -0.710 -1.976
H 0.147 -0.545 2.027
H -1.239 -1.511 2.396
H -0.336 -1.903 0.916
H -2.243 0.306 -2.528
H -1.466 0.473 -1.229
O -1.363 0.526 -2.203
H 1.335 1.627 1.234
H -0.185 1.814 1.157
O 0.624 2.230 1.490
```

(5)
Computed, not measured: one molecule with the formula C4H4N2OS, with ωB97M-V with the def2-TZVPD basis set.

For the calculated total energy, the calculation gives -737.62725 Ha. Its HOMO energy is -8.9 eV. The value obtained for the orbital gap is 7.71 eV. The structure (SMILES) is On1cncc1C=S. Its strongest force on any atom is 0.0906 hartree/bohr.

Geometry as XYZ:
```
12
C4H4N2OS ωB97M-V with the def2-TZVPD basis set
C -1.601 0.136 -0.653
C 0.285 1.119 -0.991
C 0.612 0.098 -0.102
C 1.701 -0.123 0.732
H -0.904 -1.852 1.349
H -2.824 -0.091 -0.565
H 0.790 2.127 -1.362
H 1.779 -1.067 1.270
N -0.674 -0.579 -0.013
N -1.118 1.192 -1.190
O -0.932 -1.976 0.413
S 2.886 1.015 1.113
```

(6)
Computed, not measured: a 2-piece molecular cluster, C29H53F3N3O3 overall, with ωB97M-V with the def2-TZVPD basis set.

For the calculated total energy, the calculation gives -1826.25906 Ha. Its HOMO energy is -0.3 eV. As for the net charge: -1. The value obtained for the orbital gap is 1.44 eV. Its strongest force on any atom is 0.0367 hartree/bohr.

Geometry as XYZ:
```
91
C29H53F3N3O3 ωB97M-V with the def2-TZVPD basis set
C -2.288 5.630 7.333
C -3.058 4.311 7.562
C -2.940 3.397 6.334
C -3.947 3.716 5.218
C -3.883 2.603 4.165
C -4.518 2.986 2.839
C -4.308 1.963 1.727
C -2.871 1.928 1.239
C -2.778 0.680 0.324
C -2.041 -0.497 1.001
C -0.868 -0.911 0.226
N 0.079 -0.053 -0.158
C 1.044 -0.742 -0.855
C 2.301 -0.133 -1.408
C 2.847 1.030 -0.548
C 2.496 2.417 -1.063
F 1.568 2.413 -2.042
F 1.968 3.157 -0.062
F 3.583 3.047 -1.534
C 0.703 -2.026 -0.918
C 1.338 -3.245 -1.509
C 2.077 -3.093 -2.847
C 1.353 -2.276 -3.926
C 2.289 -2.051 -5.125
C 2.847 -0.630 -5.203
C 3.788 -0.397 -6.410
C 5.202 -0.068 -5.933
C 6.001 -1.310 -5.539
C 7.426 -0.992 -5.061
N -0.501 -2.099 -0.210
N -1.254 -3.253 0.042
C -1.144 -3.697 1.444
C -0.185 -4.887 1.636
C 1.263 -4.452 1.982
H -1.405 5.682 7.964
H -2.931 6.484 7.533
H -1.948 5.696 6.303
H -2.613 3.771 8.396
H -4.110 4.475 7.784
H -1.942 3.492 5.902
H -3.075 2.346 6.596
H -3.621 4.635 4.728
H -4.954 3.802 5.619
H -4.393 1.707 4.522
H -2.826 2.336 4.066
H -4.191 3.969 2.478
H -5.589 3.082 3.022
H -4.545 0.961 2.090
H -4.934 2.183 0.868
H -2.161 1.903 2.071
H -2.645 2.844 0.685
H -2.293 0.992 -0.601
H -3.811 0.409 0.090
H -1.782 -0.221 2.027
H -2.731 -1.339 1.025
H 0.097 0.933 0.049
H 2.103 0.181 -2.427
H 3.044 -0.916 -1.387
H 2.492 0.897 0.471
H 3.925 0.921 -0.505
H 0.559 -4.002 -1.565
H 2.063 -3.600 -0.775
H 2.168 -4.099 -3.255
H 3.099 -2.742 -2.718
H 0.531 -2.894 -4.284
H 0.932 -1.346 -3.560
H 1.754 -2.252 -6.054
H 3.119 -2.761 -5.114
H 3.436 -0.466 -4.302
H 2.015 0.069 -5.272
H 3.794 -1.235 -7.105
H 3.451 0.498 -6.928
H 5.768 0.469 -6.697
H 5.173 0.601 -5.070
H 6.075 -1.949 -6.417
H 5.464 -1.821 -4.738
H 8.115 -1.709 -5.504
H 7.766 0.005 -5.334
H 7.547 -1.109 -3.986
H -2.233 -3.011 -0.105
H -2.119 -4.005 1.811
H -0.802 -2.895 2.102
H -0.569 -5.470 2.469
H -0.198 -5.475 0.723
H 1.672 -5.085 2.764
H 1.880 -4.593 1.098
H 1.285 -3.403 2.263
C -7.160 0.148 0.859
O -8.366 0.434 0.606
O -6.226 0.189 -0.054
O -6.741 -0.179 2.053
```